1.
10
Properties=species:S:1:pos:R:3:forces:R:3:lowdin_spin:R:1 method="wB97M-V/def2-TZVPD" s_squared=2.0150 total_charge=0 lumo_ev="-0.4 / -2.6" orbital_gap_ev="7.15 / 7.07" spin_multiplicity=3 max_force_ha_per_bohr=0.109 de_lowest_kj_mol=316.1
C -2.678325 0.702039 0.226828 -2.5 -0.7 1.5 0.32
C -3.039905 -0.493297 0.477747 -0.7 -1.2 -0.1 0.32
C -1.552503 0.784118 -0.510587 3.2 2.2 -4.1 0.49
C -1.673923 -0.612528 -0.922484 0.0 2.1 3.5 0.65
C -0.105298 0.789200 -0.070634 0.4 0.3 -0.6 0.07
C -0.338490 -0.735889 -0.082967 -0.1 -1.9 -0.2 0.12
H 0.662667 1.183591 -0.816001 -1.2 -0.7 0.8 0.01
H 0.074304 1.275604 0.896238 -0.1 -0.4 -0.1 0.01
H -0.469067 -1.257662 0.860563 -0.6 0.6 0.5 0.00
H 0.261449 -1.462062 -0.549534 1.7 -0.3 -1.1 0.01

2.
66
Properties=species:S:1:pos:R:3:forces:R:3:mulliken_charge:R:1 method="wB97M-V/def2-TZVPD" total_charge=0 lumo_ev=-0.1 orbital_gap_ev=8.98 spin_multiplicity=1 max_force_ha_per_bohr=0.061
N 1.894803 0.003892 3.808999 -0.1 -0.1 1.8 -0.59
C 1.658221 -0.363737 2.759084 0.6 0.6 -3.1 -0.23
C 1.593650 -0.549961 1.253043 -0.4 -0.9 1.0 0.94
C 2.976187 -0.599152 0.566738 0.4 -0.2 0.0 -0.37
C 3.897666 0.641552 0.599921 0.3 0.8 -0.8 -0.85
N 3.816029 1.501493 1.776389 0.0 -0.4 0.4 -0.48
C 0.498590 0.322428 0.577589 -0.4 1.1 0.8 1.17
C 0.910404 1.703542 0.182517 0.5 -2.0 -0.2 -0.37
N 1.426493 2.613123 -0.279825 -0.1 0.9 -0.1 -0.60
P -1.061926 0.494938 1.603572 -1.9 -0.6 -0.3 0.17
O -2.008295 -0.641806 1.353705 0.7 -0.1 0.1 -0.60
H 1.187193 -1.570335 1.161907 0.2 0.2 -0.1 -0.38
H 2.794600 -0.865889 -0.494529 0.1 0.3 0.8 -0.01
H 3.532070 -1.459295 0.983455 -0.4 0.4 0.1 0.53
H 4.942388 0.291708 0.526417 -0.5 0.0 0.1 0.49
H 3.741915 1.243676 -0.322138 0.0 -0.4 0.3 0.22
H 4.651792 2.060492 1.893949 -0.2 -0.1 -0.1 0.25
H 3.011991 2.116880 1.771192 0.2 0.0 -0.1 0.17
H 0.158465 -0.228118 -0.316900 0.1 0.5 0.2 0.41
H -1.701126 1.698557 1.205161 0.9 0.0 0.1 0.11
H -0.786267 0.643689 2.980695 0.5 0.2 -0.4 0.10
O 0.118455 -3.459356 0.757800 0.4 0.5 -0.3 -0.65
H -0.648523 -2.881728 0.861084 -0.2 -0.2 0.1 0.34
H -0.275679 -4.323800 0.611066 -0.1 0.0 0.2 0.28
O -2.371792 -4.039364 1.686755 0.0 -0.1 0.0 -0.54
H -2.839206 -3.349796 2.173608 -0.1 0.0 -0.1 0.25
H -2.956653 -4.804560 1.752917 0.1 0.0 0.1 0.33
O 1.306988 -2.923357 5.285726 -0.1 0.1 -0.1 -0.66
H 0.855327 -3.312710 4.528968 0.1 0.0 0.0 0.31
H 1.605020 -2.063336 4.965876 0.0 0.0 0.1 0.37
O 2.211843 -1.422959 -2.275301 -0.3 -0.2 -0.4 -0.62
H 2.303351 -1.483462 -3.232863 0.0 0.1 0.0 0.27
H 1.411866 -1.926811 -2.082164 0.1 -0.1 0.0 0.27
O -4.865015 -3.262244 2.699905 -0.3 0.2 0.2 -0.54
H -5.323671 -2.568599 3.187778 0.2 0.0 0.0 0.28
H -5.447751 -4.027331 2.762978 0.1 -0.1 -0.1 0.28
O 4.899293 -1.914313 3.597121 0.0 0.0 0.0 -0.63
H 5.453857 -1.441709 4.226030 0.0 0.0 0.0 0.31
H 4.032895 -1.504211 3.695417 0.0 0.1 0.0 0.33
O -3.153344 1.722583 3.413174 -0.3 0.0 -0.1 -0.60
H -3.676173 2.379184 3.884549 0.1 0.0 0.0 0.27
H -3.677265 0.912075 3.474330 0.2 -0.1 0.1 0.31
O -4.431159 -5.475196 0.516281 -0.2 0.1 -0.3 -0.65
H -4.956956 -5.857584 -0.193919 0.0 -0.1 0.1 0.29
H -4.107551 -4.641223 0.151019 0.0 0.0 0.1 0.31
O -0.165717 1.904880 -2.930794 -0.3 0.1 -0.2 -0.66
H 0.405448 2.409189 -2.340392 0.1 0.0 0.1 0.31
H -1.033998 2.311810 -2.817539 0.0 0.0 0.2 0.32
O -2.806067 2.888365 -0.626014 -0.1 -0.1 0.0 -0.62
H -3.325186 3.556793 -0.165615 0.1 0.0 0.0 0.29
H -3.341038 2.088520 -0.558843 0.0 0.0 0.0 0.33
O -3.459356 -1.111444 4.862288 0.0 0.0 -0.1 -0.59
H -3.067396 -1.002737 5.735507 0.0 0.0 0.0 0.30
H -2.851782 -1.702791 4.402820 -0.1 0.0 -0.1 0.29
O 3.299630 4.542293 -2.592130 -0.2 -0.1 0.0 -0.67
H 2.851773 3.978578 -1.949711 0.0 0.0 0.1 0.37
H 2.661609 4.637399 -3.306824 0.1 0.0 0.0 0.31
O -1.758297 3.472284 -5.368555 0.1 -0.2 0.0 -0.68
H -2.550988 2.924850 -5.387996 0.0 0.1 -0.1 0.33
H -1.088504 2.903253 -4.967719 0.1 0.0 0.1 0.35
O -0.511263 3.708307 -8.125515 0.1 -0.2 -0.1 -0.65
H -0.438228 2.755248 -8.246567 -0.1 0.0 0.1 0.32
H -0.883952 3.798656 -7.236617 -0.1 0.1 0.0 0.33
O 1.920320 2.543804 -9.703593 0.0 -0.1 0.0 -0.64
H 2.488750 3.061245 -9.124302 0.0 0.0 0.0 0.33
H 1.051224 2.943640 -9.590962 0.1 0.2 -0.1 0.32